ORCA calculation (the ωB97M-V functional and the def2-TZVPD basis) on a cluster of 2 separate species, C9H19P in total at a distorted geometry.

Its spin multiplicity is 1. The energy relative to the best compared isomer or geometry (same formula, charge and spin) is 70.75 kcal/mol. The value obtained for the HOMO-LUMO gap is 7.86 eV. The calculation puts the lowest unoccupied orbital energy at -0.0171 Eh. Its SMILES is C[PH]#CC(C)C.C/C=C/C. As for the HOMO energy: -8.326 eV. The energy comes out at -18924.5197 eV.

Each line ends with the Mulliken charge.
Cartesian coordinates (Å):
C -1.227 1.842 2.257  -0.297
C -0.163 1.575 1.507  0.473
C -0.009 -1.092 -0.974  -0.534
C -2.431 1.039 2.533  -1.006
C 1.107 2.391 1.481  -1.101
C 2.290 -0.713 -2.144  -1.291
C 2.161 -2.065 -0.005  -1.231
C -2.644 -0.784 -1.532  -0.779
C 1.421 -1.690 -1.325  0.678
P -0.927 -0.373 -2.142  -0.002
H -1.202 2.670 2.930  0.230
H -0.125 0.790 0.738  0.096
H -3.276 1.597 2.998  0.336
H -2.193 0.410 3.466  0.233
H -2.820 0.490 1.752  0.214
H 0.957 3.293 2.129  0.321
H 1.108 2.679 0.414  0.277
H 1.909 1.804 1.914  0.289
H 3.077 -1.376 -2.521  0.384
H 2.747 0.178 -1.753  0.286
H 1.533 -0.447 -2.890  0.365
H 2.254 -1.195 0.707  0.180
H 3.206 -2.278 -0.248  0.400
H 1.661 -2.908 0.420  0.369
H -3.037 -1.802 -1.752  0.350
H -3.440 -0.114 -1.917  0.355
H -2.640 -0.760 -0.442  0.090
H 1.307 -2.675 -1.843  0.294
H -1.031 -0.941 -3.428  0.023

Atomic forces in eV per Å
0.46 -0.09 0.05
-0.16 -0.14 -0.30
2.97 -1.41 -0.26
-0.28 0.16 3.57
-2.05 1.00 0.41
-1.20 -1.78 -1.25
0.43 1.60 -0.50
-1.16 0.08 -0.20
-0.68 0.81 2.87
-2.40 -0.45 0.15
0.56 0.80 0.35
-0.46 -0.14 0.69
0.52 0.30 -0.80
-0.15 0.15 -1.58
-0.58 -1.53 -1.58
0.32 -0.58 -0.65
1.29 0.08 0.54
0.53 0.01 -0.63
0.02 0.59 -0.50
-0.24 0.20 0.91
1.06 0.41 -0.80
-0.61 -0.86 -0.61
-0.06 -0.51 0.01
-0.05 -0.46 0.72
0.85 0.46 -0.28
0.63 -0.08 0.25
0.16 0.39 -0.05
-0.19 0.98 -0.21
0.47 0.00 -0.37


ORCA calculation (the ωB97M-V functional and the def2-TZVPD basis) on a structure of composition C9H20AlBr2F6LiMgNNaO6PS at a distorted geometry.

Its spin multiplicity is 1. The value obtained for the HOMO-LUMO gap is 2.67 eV. The calculation puts the lowest unoccupied orbital energy at -0.2004 Eh. As for the HOMO energy: -8.119 eV. As for the net charge: +1. The energy comes out at -216591.5913 eV.

Each line ends with the Mulliken charge.
Cartesian coordinates (Å):
C -3.713 -3.067 -0.040  -0.798
N -3.596 -1.583 -0.291  0.273
C -4.455 -1.115 -1.443  -0.640
C -2.169 -1.098 -0.377  -0.171
O -1.097 -1.801 -0.747  -0.579
C -1.907 0.517 -0.033  -0.191
Al 0.089 0.974 -0.208  0.076
P 0.643 2.283 1.667  0.442
O 1.381 1.133 2.778  -0.499
Br 2.101 3.951 1.100  -0.282
S 0.340 2.101 -2.201  0.913
O -0.823 3.127 -2.284  -0.660
O 1.673 2.914 -2.183  -0.593
C 0.444 0.908 -3.641  0.492
F 1.806 0.917 -4.262  -0.249
F 0.265 -0.470 -3.065  -0.232
C -0.712 1.091 -4.788  0.505
F -0.968 2.495 -5.201  -0.184
F -1.930 0.338 -4.382  -0.207
F -0.196 0.387 -6.021  -0.257
H -4.272 -3.662 -0.906  0.015
H -2.710 -3.619 0.198  0.449
H -4.393 -3.198 0.932  0.370
H -4.917 -0.065 -1.115  -0.240
H -3.832 -0.887 -2.435  0.314
H -5.359 -1.839 -1.669  0.484
H -2.611 1.201 -0.710  0.247
H -2.295 0.649 1.086  0.168
H 1.011 -0.316 -0.207  -0.214
H 1.373 0.204 2.398  0.235
O -3.791 2.968 0.783  -0.640
H -3.696 3.425 1.632  0.314
H -3.161 3.419 0.202  0.329
Na -5.075 -4.893 -0.350  0.985
Li -6.307 0.705 -0.875  1.004
F 0.115 -2.155 0.676  -0.378
C 5.311 1.016 2.780  -1.191
C 4.768 -0.402 2.844  0.411
C 5.882 -1.413 3.066  -1.322
O 4.092 -0.704 1.626  -0.448
H 6.015 1.129 1.947  0.346
H 4.500 1.732 2.607  0.235
H 5.824 1.285 3.709  0.386
H 4.034 -0.479 3.654  0.275
H 6.605 -1.386 2.243  0.356
H 5.477 -2.430 3.098  0.286
H 6.411 -1.217 4.004  0.383
H 4.736 -0.639 0.901  0.322
Mg 1.776 -3.052 0.892  0.946
Br -2.687 0.624 2.610  -0.586

Atomic forces in eV per Å
-0.53 -0.08 0.82
0.45 -2.08 -1.24
0.21 0.72 -0.30
5.70 1.73 -2.35
-9.08 3.07 -0.28
-1.07 -2.22 -3.83
-0.93 -1.55 0.44
0.27 -0.14 1.99
-0.61 -0.04 -2.11
-0.02 -0.90 0.13
1.83 7.07 0.95
2.06 -3.60 -0.53
-3.50 -3.34 -0.51
1.62 -2.72 -1.85
-4.60 0.00 1.81
0.45 3.96 -1.77
-0.07 -0.82 -2.96
0.59 -5.34 1.77
3.60 3.00 -1.36
-2.02 2.32 3.89
2.69 3.40 0.39
-1.57 1.41 -0.69
1.21 0.26 -1.67
1.66 -2.04 -0.74
-1.41 -0.51 2.11
1.88 1.30 0.48
1.14 -1.50 1.40
0.60 0.01 -2.42
0.71 0.09 -0.08
0.16 1.58 0.29
-0.17 0.58 -0.34
0.02 -0.36 -0.14
-0.09 -0.12 0.12
-1.63 -2.73 0.96
-0.26 0.70 0.41
3.78 -2.56 3.31
-0.27 0.31 0.02
0.78 0.25 0.19
-0.02 -0.25 0.13
-0.58 -0.64 -0.58
0.04 -0.13 0.11
0.07 -0.15 0.10
-0.05 -0.05 -0.14
-0.07 0.01 -0.28
-0.02 0.14 0.10
0.03 0.08 0.10
-0.05 -0.05 -0.15
-0.25 0.14 0.28
-1.47 2.08 -0.24
-1.21 -0.29 4.26


ORCA calculation (the ωB97M-V functional and the def2-TZVPD basis) on the ion C9H20ClF4NO2PS with charge -1 at a distorted geometry.

Its spin multiplicity is 1. The value obtained for the HOMO-LUMO gap is 8.47 eV. The calculation puts the lowest unoccupied orbital energy at 0.1127 Eh. As for the HOMO energy: -5.406 eV. As for the net charge: -1. The energy comes out at -58752.5539 eV.

Each line ends with the Mulliken charge.
Cartesian coordinates (Å):
C -2.102 -0.276 -3.430  -0.917
C -1.917 -0.836 -1.902  -0.099
C -1.787 0.375 -0.756  -0.952
P -0.140 0.291 0.252  0.872
N -0.656 -1.365 0.706  -0.814
C 1.562 -0.115 1.076  -1.416
C 2.389 -1.328 0.272  0.262
C 3.587 -1.954 1.219  -0.881
Cl 3.264 -0.567 -1.209  -0.261
C 0.443 1.990 -0.411  -0.185
C 0.689 2.005 -2.067  -0.839
F -0.539 3.117 -0.186  -0.391
S -0.992 1.074 2.034  1.080
O -2.311 1.920 1.838  -0.667
O 0.045 2.109 2.620  -0.690
C -1.400 -0.119 3.402  0.568
F -1.850 0.734 4.568  -0.253
F -2.596 -1.001 3.131  -0.256
F -0.297 -0.941 3.929  -0.242
H -1.271 -0.824 -4.089  0.215
H -1.839 0.885 -3.527  0.264
H -3.129 -0.554 -3.937  0.258
H -1.026 -1.588 -1.892  0.178
H -2.891 -1.484 -1.663  0.302
H -1.931 1.361 -1.365  0.331
H -2.756 0.226 -0.077  0.390
H 0.448 -0.289 -0.966  -0.119
H -0.131 -1.758 1.510  0.292
H -1.689 -1.460 0.795  0.301
H 2.317 0.777 1.095  0.279
H 1.484 -0.486 2.183  0.274
H 1.690 -2.154 -0.165  0.396
H 4.594 -1.920 0.595  0.305
H 3.645 -1.291 2.196  0.270
H 3.258 -3.045 1.511  0.222
H 1.439 2.405 0.032  0.353
H 0.168 1.113 -2.614  0.074
H 0.355 3.067 -2.496  0.269
H 1.868 1.905 -2.211  0.228

Atomic forces in eV per Å
1.32 -0.29 -0.78
-0.86 -0.34 0.00
-2.65 -0.36 -1.24
1.82 -3.60 -5.43
-0.57 -0.22 1.35
2.35 -0.72 1.00
-0.14 0.22 1.03
-0.77 0.37 -0.30
-0.67 -0.47 0.80
0.58 3.26 -1.56
0.74 0.21 0.64
1.47 -1.83 -0.29
-1.85 10.16 2.65
3.50 -4.10 0.66
-2.42 -4.37 -1.16
-2.10 -1.70 4.66
1.48 -2.88 -3.52
4.00 2.50 0.83
-3.47 2.24 -1.70
-1.79 1.20 1.22
-0.93 -2.53 0.26
1.95 0.82 1.22
-1.51 1.57 0.19
2.10 1.34 -0.38
0.29 -1.60 1.48
2.08 0.68 -1.29
-0.08 0.56 0.37
-0.93 0.19 -0.67
1.24 -0.21 0.15
-1.47 -1.55 0.04
0.10 0.67 -1.84
1.29 1.73 0.82
-2.14 -0.29 1.62
0.13 -1.44 -2.05
0.92 2.08 -0.51
-1.96 -0.84 -0.47
0.95 1.83 1.06
0.60 -2.40 1.01
-2.62 0.11 0.13


ORCA calculation (the ωB97M-V functional and the def2-TZVPD basis) on the ion C9H20N4O with charge +2 at a distorted geometry.

Its spin multiplicity is 3. The energy relative to the best compared isomer or geometry (same formula, charge and spin) is 0.00 kcal/mol. The value obtained for the HOMO-LUMO gap (spin up / spin down) is 5.71 / 7.37 eV. The calculation puts the lowest unoccupied orbital energy (spin up / spin down) at -0.2107 / -0.3244 Eh. As for the HOMO energy (spin up / spin down): -11.444 / -16.196 eV. As for the net charge: +2. The energy comes out at -17644.1516 eV.

Each line ends with the Löwdin spin population.
Cartesian coordinates (Å):
C 1.824 -0.538 0.298  0.120
C 1.129 -0.248 -0.813  0.331
C -2.364 -1.505 -0.296  0.001
C -1.602 0.805 0.112  0.005
C -3.482 -1.151 0.662  0.000
C -2.521 1.015 1.232  0.000
C 2.971 0.741 -1.973  0.480
C 3.617 -0.446 2.027  0.029
C -0.261 -0.737 -1.187  0.034
N -1.177 -0.559 -0.106  0.011
N 3.568 1.806 -2.329  0.297
N -3.814 0.276 0.818  0.000
N 3.037 -0.099 0.673  0.359
O 1.679 0.778 -1.626  0.215
H 1.263 -1.030 1.113  0.001
H -2.040 -2.537 -0.285  0.000
H -2.848 -1.372 -1.297  0.000
H -2.038 1.217 -0.828  0.000
H -0.590 1.363 0.124  0.002
H -4.500 -1.633 0.197  0.000
H -3.267 -1.652 1.682  0.000
H -2.116 0.602 2.264  0.000
H -2.837 2.053 1.346  0.000
H 3.625 -0.118 -2.197  0.027
H 2.806 -0.899 2.646  0.001
H 4.473 -1.013 1.977  0.008
H 3.815 0.494 2.568  0.009
H -0.129 -1.870 -1.505  0.018
H -0.677 -0.061 -2.024  0.002
H 3.123 2.689 -2.213  0.012
H 4.572 1.806 -2.589  0.006
H -4.111 0.742 -0.039  0.000
H -4.522 0.579 1.583  0.000
H 3.398 0.501 -0.015  0.029

Atomic forces in eV per Å
0.99 -1.06 4.25
0.57 3.32 -3.39
0.28 2.77 -1.24
3.36 0.97 -2.55
-3.23 -3.92 0.81
-0.28 -0.49 2.31
2.46 -5.52 1.62
-3.28 2.41 0.30
0.51 0.27 -1.52
-2.11 -2.87 1.37
2.91 5.43 -1.93
0.81 1.92 2.55
-2.33 -1.97 1.80
-3.88 -2.15 0.36
0.39 -0.41 -0.76
-0.10 -0.17 0.63
0.80 0.14 0.12
-0.23 -0.06 0.22
-1.77 -0.22 0.76
2.51 0.82 1.43
-0.67 1.30 -1.41
-1.11 0.67 -2.17
0.42 0.01 0.05
-1.66 -0.58 0.14
0.74 -0.12 -0.80
1.83 -1.41 -0.41
0.25 -0.20 -0.50
-0.60 2.32 0.52
1.19 -1.35 0.34
0.01 0.76 -0.05
-1.42 0.00 0.26
-0.22 -0.33 -0.27
1.00 -1.50 -1.58
1.85 1.21 -1.25